Record 1
The molecule C27H29N3O6 at a distorted geometry. Source: the OMol25 dataset; level of theory: ωB97M-V/def2-TZVPD.

The geometry in XYZ format:
```
65
C27H29N3O6 ωB97M-V/def2-TZVPD
C -8.71 -1.39 -1.38
C -7.56 -0.45 -1.07
C -6.34 -1.21 -0.56
C -5.18 -0.30 -0.25
N -5.38 0.98 -0.37
C -4.40 1.86 -0.10
C -4.66 3.23 -0.24
C -3.68 4.15 0.02
C -2.41 3.73 0.44
C -2.12 2.40 0.59
C -3.11 1.44 0.33
C -2.91 0.04 0.45
C -1.56 -0.45 0.85
O -0.72 -0.88 0.11
O -1.39 -0.36 2.18
C -0.11 -0.73 2.66
C 0.96 0.09 2.01
N 0.92 1.35 1.73
N 2.09 1.66 1.15
C 2.80 0.58 1.11
C 4.13 0.43 0.58
C 4.80 1.57 0.12
C 6.08 1.44 -0.40
O 6.82 2.46 -0.88
C 6.26 3.76 -0.86
C 6.71 0.17 -0.46
O 7.96 0.22 -0.99
C 8.67 -0.95 -1.32
C 6.02 -0.96 0.02
O 6.67 -2.17 -0.04
C 5.97 -3.32 0.38
C 4.74 -0.81 0.54
O 2.13 -0.47 1.65
C -3.93 -0.85 0.17
C -3.69 -2.33 0.26
C -3.13 -2.87 -1.05
H -9.01 -1.93 -0.48
H -9.57 -0.83 -1.74
H -8.43 -2.11 -2.14
H -7.28 0.11 -1.97
H -7.86 0.28 -0.32
H -6.61 -1.75 0.35
H -6.03 -1.94 -1.30
H -5.65 3.53 -0.57
H -3.88 5.21 -0.09
H -1.65 4.47 0.64
H -1.14 2.09 0.92
H 0.09 -1.79 2.45
H -0.13 -0.55 3.74
H 4.29 2.51 0.17
H 5.35 3.81 -1.46
H 7.02 4.41 -1.29
H 6.04 4.08 0.16
H 8.94 -1.53 -0.44
H 8.11 -1.58 -2.01
H 9.57 -0.59 -1.81
H 5.06 -3.48 -0.21
H 5.72 -3.28 1.44
H 6.66 -4.15 0.20
H 4.20 -1.67 0.91
H -4.62 -2.84 0.51
H -2.98 -2.53 1.06
H -3.80 -2.65 -1.88
H -2.99 -3.95 -0.99
H -2.16 -2.41 -1.26
```

Values from the calculation:
Relative energy (zero: lowest compared OMol25 entry of this formula, charge and spin) = 1.964 eV
Total charge = 0
HOMO-LUMO gap = 8.353 eV

Results of the Mulliken charge analysis, in e, for atoms 1 through 2: C -1.357; C -0.476

Record 2
A cluster of 4 separate species, C27H30B3F13O3S in total. Source: the OMol25 dataset; level of theory: ωB97M-V/def2-TZVPD.

The geometry in XYZ format:
```
77
C27H30B3F13O3S ωB97M-V/def2-TZVPD
C -2.34 2.45 4.65
C -1.67 1.72 3.49
C -0.14 1.80 3.55
F 0.28 1.84 4.90
B 0.51 0.53 2.88
O 0.57 -0.66 3.57
B 0.47 -1.82 2.83
O 0.98 -1.83 1.55
B 1.11 -0.63 0.87
C 1.36 -0.63 -0.67
C 0.02 -0.89 -1.43
C 0.01 -2.21 -2.21
C -0.14 -3.47 -1.37
C -1.50 -3.61 -0.72
F -2.47 -3.30 -1.62
F -1.67 -2.77 0.32
C -1.90 -5.06 -0.25
F -3.22 -5.11 -0.10
F -1.55 -5.92 -1.22
S -1.17 -5.70 1.39
F -2.31 -6.79 1.48
F -0.24 -6.75 0.66
F 0.02 -4.65 1.34
F -2.07 -4.66 2.18
F -0.61 -6.22 2.77
O 0.94 0.56 1.57
H -3.40 2.59 4.43
H -1.90 3.44 4.80
H -2.24 1.89 5.58
H -1.99 2.14 2.54
H -1.98 0.67 3.50
H 0.21 2.73 3.10
H -0.08 -2.77 3.28
H 1.77 0.32 -1.00
H 2.08 -1.42 -0.92
H -0.13 -0.08 -2.14
H -0.83 -0.83 -0.74
H -0.76 -2.18 -2.99
H 0.97 -2.29 -2.72
H 0.00 -4.35 -2.01
H 0.62 -3.51 -0.59
F -2.73 1.55 0.05
C -3.65 1.12 -0.85
C -3.64 -0.21 -1.22
C -4.58 -0.64 -2.14
C -5.51 0.24 -2.67
C -5.49 1.57 -2.28
C -4.56 2.03 -1.36
H -2.91 -0.88 -0.78
H -4.58 -1.68 -2.44
H -6.24 -0.10 -3.39
H -6.22 2.27 -2.69
H -4.53 3.06 -1.03
F 3.95 0.12 0.40
C 4.63 1.07 1.09
C 5.79 0.71 1.74
C 6.48 1.69 2.44
C 5.99 2.99 2.49
C 4.81 3.32 1.83
C 4.11 2.35 1.12
H 6.14 -0.31 1.69
H 7.39 1.44 2.96
H 6.53 3.75 3.04
H 4.43 4.33 1.87
H 3.19 2.57 0.60
F 1.40 2.90 -1.07
C 1.35 2.92 -2.42
C 2.51 3.16 -3.12
C 2.45 3.16 -4.51
C 1.24 2.94 -5.16
C 0.09 2.70 -4.42
C 0.14 2.68 -3.04
H 3.44 3.33 -2.59
H 3.35 3.35 -5.08
H 1.20 2.94 -6.24
H -0.85 2.52 -4.93
H -0.74 2.49 -2.44
```

Values from the calculation:
Total charge = 0
HOMO-LUMO gap = 9.897 eV

Results of the Mulliken charge analysis, in e, for atoms 1 through 2: C -1.436; C -0.125

Record 3
A structure of composition C27H30BaCl2N7O2S. Source: the OMol25 dataset; level of theory: ωB97M-V/def2-TZVPD.

The geometry in XYZ format:
```
70
C27H30BaCl2N7O2S ωB97M-V/def2-TZVPD
Ba -0.22 0.11 -0.31
C 2.50 -2.60 -1.01
C 1.68 -2.36 -2.27
N 0.25 -2.13 -2.00
C -0.49 -3.28 -1.47
C -0.32 -3.51 0.01
C -0.37 -4.81 0.51
C -0.25 -5.00 1.88
C -0.06 -3.90 2.70
C -0.01 -2.64 2.12
C 0.28 -1.42 2.98
N 1.67 -1.21 3.36
C 2.62 -0.82 2.34
C 2.97 -1.85 1.25
N 2.46 -1.47 -0.08
N -0.17 -2.45 0.81
H 2.12 -3.48 -0.49
H 3.52 -2.85 -1.32
H 2.06 -1.48 -2.79
H 1.82 -3.22 -2.94
H -0.18 -1.90 -2.89
H -1.55 -3.08 -1.65
H -0.22 -4.21 -2.00
H -0.49 -5.64 -0.16
H -0.29 -5.99 2.30
H 0.05 -4.01 3.77
H -0.05 -0.51 2.47
H -0.31 -1.49 3.89
H 2.02 -1.96 3.94
H 2.25 0.10 1.86
H 3.53 -0.52 2.87
H 4.06 -2.01 1.22
H 2.53 -2.81 1.51
H 3.07 -0.74 -0.45
Cl -7.65 -0.74 2.32
C -6.13 -0.69 1.48
C -5.87 -1.62 0.47
C -4.68 -1.59 -0.21
Cl -4.39 -2.75 -1.46
C -3.66 -0.63 0.06
O -2.57 -0.62 -0.61
C -3.95 0.28 1.13
C -3.02 1.28 1.59
O -1.85 1.45 1.23
C -5.18 0.25 1.81
H -6.61 -2.36 0.22
H -3.43 1.96 2.35
H -5.38 0.96 2.60
C 5.02 3.27 -1.91
N 3.70 3.89 -1.93
C 3.40 5.16 -2.39
C 2.09 5.34 -2.21
N 1.58 4.18 -1.63
C 2.59 3.28 -1.47
S 2.54 1.75 -0.78
C 0.20 4.05 -1.31
C -0.42 5.11 -0.65
C -1.79 5.05 -0.47
C -2.48 3.94 -0.94
C -1.76 2.93 -1.54
N -0.43 2.96 -1.73
H 5.72 3.97 -2.36
H 5.00 2.34 -2.48
H 5.31 3.06 -0.89
H 4.15 5.80 -2.82
H 1.45 6.17 -2.46
H 0.16 5.94 -0.30
H -2.31 5.85 0.03
H -3.55 3.86 -0.83
H -2.27 2.04 -1.91
```

Values from the calculation:
Relative energy (zero: lowest compared OMol25 entry of this formula, charge and spin) = 0.760 eV
Total charge = +1
HOMO-LUMO gap = 7.705 eV

Results of the Mulliken charge analysis, in e, for atoms 1 through 2: Ba 1.588; C -0.810

Record 4
A structure of composition C27H30Cl2N6O3Ti. Source: the OMol25 dataset; level of theory: ωB97M-V/def2-TZVPD.

The geometry in XYZ format:
```
69
C27H30Cl2N6O3Ti ωB97M-V/def2-TZVPD
Ti 0.42 -1.03 0.19
C -0.27 3.06 -0.59
C 0.52 2.17 0.40
N -0.23 1.03 0.96
C -1.56 1.40 1.54
C -2.79 0.58 1.15
N -3.14 0.42 -0.24
C -3.61 1.54 -1.02
C -2.69 2.77 -1.12
N -1.31 2.39 -1.33
H 0.47 3.51 -1.25
H -0.71 3.90 -0.04
H 0.87 2.83 1.21
H 1.40 1.76 -0.09
H 0.31 0.72 1.77
H -1.73 2.45 1.31
H -1.48 1.33 2.63
H -3.64 1.04 1.68
H -2.67 -0.42 1.56
H -2.39 -0.08 -0.71
H -4.58 1.87 -0.63
H -3.79 1.16 -2.03
H -2.75 3.35 -0.20
H -3.08 3.42 -1.92
H -1.07 2.16 -2.27
C -3.19 -1.00 4.77
O -2.13 -1.13 3.86
C -1.75 -2.41 3.53
C -2.20 -3.54 4.19
C -1.72 -4.80 3.81
C -0.79 -4.91 2.80
C -0.30 -3.77 2.11
C 0.73 -3.89 1.16
N 1.22 -2.83 0.47
N 2.44 -3.01 -0.13
C 2.92 -1.87 -0.49
O 2.25 -0.74 -0.28
C 4.22 -1.79 -1.15
C 4.99 -2.93 -1.40
C 6.22 -2.84 -2.02
C 6.71 -1.60 -2.42
C 5.96 -0.46 -2.18
C 4.72 -0.55 -1.56
C -0.84 -2.50 2.47
O -0.45 -1.38 1.85
H -3.41 0.07 4.84
H -2.92 -1.37 5.77
H -4.08 -1.53 4.43
H -2.92 -3.47 5.00
H -2.08 -5.68 4.31
H -0.41 -5.89 2.52
H 1.22 -4.84 1.00
H 4.59 -3.89 -1.09
H 6.80 -3.73 -2.21
H 7.68 -1.53 -2.91
H 6.33 0.51 -2.49
H 4.12 0.33 -1.38
Cl -2.77 -2.99 -1.95
C -2.03 -1.85 -3.03
C -2.51 -1.74 -4.32
C -1.92 -0.84 -5.20
C -0.84 -0.08 -4.78
C -0.37 -0.20 -3.48
Cl 1.01 0.77 -3.02
C -0.95 -1.08 -2.52
N -0.55 -1.15 -1.25
H -3.34 -2.35 -4.63
H -2.29 -0.75 -6.22
H -0.35 0.61 -5.45
```

Values from the calculation:
Relative energy (zero: lowest compared OMol25 entry of this formula, charge and spin) = 0.000 eV
2S+1 = 2
Total charge = -1
HOMO-LUMO gap (alpha / beta) = 4.571 / 7.026 eV

Results of the Mulliken charge analysis, in e, for atoms 1 through 2: Ti 0.188; C -1.293